{
  "formula": "C30H84N4O12",
  "method": "the ωB97M-V functional and the def2-TZVPD basis",
  "species": ["N", "C", "N", "O", "H", "H", "H", "H", "N", "C", "N", "O", "H", "H", "H", "H", "C", "C", "C", "O", "H", "H", "H", "H", "H", "H", "H", "H", "C", "C", "C", "O", "H", "H", "H", "H", "H", "H", "H", "H", "C", "C", "C", "O", "H", "H", "H", "H", "H", "H", "H", "H", "C", "C", "C", "O", "H", "H", "H", "H", "H", "H", "H", "H", "C", "C", "C", "O", "H", "H", "H", "H", "H", "H", "H", "H", "C", "C", "C", "O", "H", "H", "H", "H", "H", "H", "H", "H", "C", "C", "C", "O", "H", "H", "H", "H", "H", "H", "H", "H", "C", "C", "C", "O", "H", "H", "H", "H", "H", "H", "H", "H", "C", "C", "C", "O", "H", "H", "H", "H", "H", "H", "H", "H", "C", "O", "H", "H", "H", "H"],
  "positions_angstrom": [[0.962, 0.125, -0.199], [0.059, -0.545, 0.515], [-1.087, 0.098, 0.689], [0.305, -1.781, 1.060], [1.870, -0.351, -0.326], [0.894, 1.066, -0.642], [-1.829, -0.361, 1.159], [-1.252, 1.005, 0.290], [5.088, -0.812, -0.322], [3.899, -1.328, -0.022], [3.175, -1.566, -1.085], [3.377, -1.383, 1.260], [5.762, -0.666, 0.408], [5.345, -0.654, -1.274], [2.245, -2.064, -0.898], [3.418, -1.268, -2.039], [-3.754, -3.600, -1.725], [-2.731, -2.852, -0.802], [-2.518, -3.370, 0.577], [-1.635, -2.661, -1.332], [-4.674, -3.716, -1.241], [-3.348, -4.545, -2.115], [-3.945, -2.998, -2.616], [-3.118, -1.839, -0.671], [-2.177, -4.350, 0.594], [-3.498, -3.379, 1.032], [-1.971, -2.692, 1.252], [-1.082, -2.066, -0.772], [-2.562, -1.221, -4.126], [-2.783, -0.149, -3.114], [-1.481, 0.356, -2.561], [-3.390, 0.837, -3.544], [-1.897, -0.884, -4.903], [-3.416, -1.717, -4.578], [-2.034, -2.048, -3.652], [-3.271, -0.624, -2.284], [-0.895, 0.784, -3.367], [-0.816, -0.437, -2.170], [-1.664, 1.106, -1.807], [-3.897, 1.209, -2.821], [-0.305, -4.536, 2.990], [0.615, -4.876, 1.825], [2.052, -4.541, 2.093], [0.609, -6.108, 1.611], [0.021, -4.821, 3.941], [-1.241, -5.023, 2.931], [-0.447, -3.493, 3.042], [0.210, -4.453, 0.895], [2.446, -4.543, 3.148], [2.199, -3.470, 1.759], [2.750, -5.096, 1.503], [1.454, -6.612, 1.687], [3.520, 1.710, -1.891], [2.268, 2.471, -2.318], [2.155, 2.873, -3.752], [1.148, 2.041, -2.040], [3.485, 1.677, -0.838], [4.453, 2.138, -2.263], [3.533, 0.681, -2.231], [2.338, 3.303, -1.685], [3.128, 2.892, -4.184], [1.895, 3.938, -3.832], [1.496, 2.268, -4.378], [0.911, 1.406, -2.652], [-3.506, 3.052, -1.057], [-3.363, 4.549, -0.713], [-4.422, 5.287, -1.499], [-3.468, 4.834, 0.479], [-3.189, 3.043, -2.078], [-4.531, 2.814, -0.853], [-2.882, 2.381, -0.437], [-2.405, 4.806, -1.048], [-4.271, 6.392, -1.615], [-5.457, 5.100, -1.130], [-4.392, 4.958, -2.464], [-2.693, 4.781, 0.984], [2.749, 1.667, 2.267], [3.620, 1.200, 3.424], [5.089, 1.631, 3.254], [3.245, 1.434, 4.569], [2.960, 1.165, 1.278], [2.948, 2.706, 2.000], [1.701, 1.383, 2.333], [3.566, 0.096, 3.316], [5.675, 1.127, 2.413], [5.650, 1.397, 4.119], [5.222, 2.690, 3.027], [2.375, 1.076, 4.726], [1.289, -1.758, 4.124], [0.438, -0.561, 4.113], [-1.057, -0.962, 4.012], [0.684, 0.349, 4.978], [1.395, -2.053, 3.102], [0.943, -2.660, 4.618], [2.240, -1.607, 4.577], [0.553, -0.084, 3.213], [-1.287, -1.489, 3.098], [-1.730, -0.149, 4.083], [-1.245, -1.607, 4.906], [0.218, -0.019, 5.744], [-1.012, 2.866, 2.613], [-0.251, 3.827, 1.702], [0.183, 3.109, 0.426], [-0.868, 4.848, 1.332], [-1.280, 3.294, 3.548], [-0.395, 2.082, 2.874], [-1.913, 2.644, 2.130], [0.693, 4.154, 2.157], [-0.492, 3.029, -0.454], [0.408, 2.154, 0.767], [1.146, 3.512, 0.083], [-0.193, 5.497, 1.514], [0.466, -2.575, -4.796], [1.822, -1.933, -4.529], [1.629, -0.498, -4.000], [2.609, -2.486, -3.697], [0.546, -3.578, -5.106], [-0.051, -1.984, -5.624], [-0.098, -2.575, -3.888], [2.346, -1.951, -5.485], [2.577, 0.018, -4.026], [1.350, -0.537, -3.005], [0.842, 0.073, -4.523], [2.139, -2.792, -2.915], [-4.275, 0.940, 1.353], [-3.709, -0.077, 2.142], [-5.339, 0.905, 1.375], [-3.964, 0.690, 0.366], [-3.873, 1.931, 1.597], [-4.074, -0.013, 3.066]],
  "homo_energy_ev": -8.65,
  "relative_energy_kj_mol": 149.6,
  "lumo_ev": 0.3,
  "smiles": "NC(N)=O.NC(N)=O.CC(C)O.CC(C)O.CC(C)O.CC(C)O.CC(C)O.CC(C)O.CC(C)O.CC(C)O.CC(C)O.CO",
  "spin_multiplicity": 1
}